Entry 1:
An isolated molecule of C4H8O, computed with ωB97M-V/def2-TZVPD.

```
13
C4H8O | the OMol25 dataset | ωB97M-V/def2-TZVPD
O -0.710 0.343 -1.517
C 1.243 -0.458 -0.349
C 0.915 0.872 0.286
C -1.214 -0.638 0.649
C -0.181 -0.003 -0.257
H -1.034 1.250 -1.469
H -2.046 0.056 0.826
H -1.628 -1.528 0.165
H 1.647 -0.432 -1.359
H -0.809 -0.927 1.626
H 1.625 -1.257 0.279
H 1.169 1.785 -0.247
H 1.023 0.938 1.366
```

Frontier orbital gap, Ha: 0.407
SMILES: CC1(O)CC1
Relative energy (zero: lowest compared OMol25 entry of this formula, charge and spin), kcal per mole: 21.9
Net charge: 0
LUMO level, eV: 1.034

Entry 2:
A cluster of 2 separate species, C15H17Br2NO3 in total at a distorted geometry, computed with ωB97M-V/def2-TZVPD.

```
38
C15H17Br2NO3 | the OMol25 dataset | ωB97M-V/def2-TZVPD
Br -1.678 1.496 -4.474
Br 2.563 0.200 -2.942
O 0.147 -0.976 1.914
O 0.856 -5.500 3.380
O -1.814 0.019 2.345
N -0.215 2.705 -1.648
C 0.777 4.891 -2.009
C 0.866 0.319 -5.555
C 0.121 1.390 -1.814
C -0.011 3.756 -2.663
C 0.153 0.868 -4.298
C -1.003 2.252 0.602
C -0.071 0.448 -0.787
C -0.843 -0.066 1.654
C -0.614 -3.683 3.233
C 0.742 0.894 -3.098
C -0.228 -4.983 3.977
C 0.134 -4.624 5.434
C 1.197 5.788 -1.323
C -0.784 3.110 -0.462
C -0.630 0.859 0.465
H 0.974 -3.926 5.486
H -1.474 -3.202 3.720
H 0.145 0.385 -6.396
H 0.201 -2.962 3.223
H -1.089 4.160 -0.326
H 1.145 -0.741 -5.408
H 1.669 6.326 -0.502
H 0.219 -0.607 -0.886
H -1.156 -5.591 4.033
H -1.434 2.653 1.527
H -0.995 4.181 -2.948
H -0.899 -3.888 2.197
H 0.541 3.406 -3.548
H 1.009 -0.570 1.716
H 0.398 -5.517 6.005
H 1.799 0.878 -5.766
H -0.719 -4.151 5.940
```

Frontier orbital gap, Ha: 0.069
Net charge: 0
LUMO level, eV: -2.933

Entry 3:
A cluster of 2 separate species, C2H14N2Si3 in total at a distorted geometry, computed with ωB97M-V/def2-TZVPD.

```
21
C2H14N2Si3 | the OMol25 dataset | ωB97M-V/def2-TZVPD
Si -0.702 0.901 1.418
Si -3.052 -0.835 0.184
Si 3.208 0.645 0.376
N -1.657 0.346 0.096
N 1.741 -0.073 -0.062
C -1.409 0.984 -1.239
C 1.621 -1.437 -0.401
H 0.582 -1.821 -0.359
H 0.395 1.857 1.209
H -4.453 -0.198 0.227
H 2.462 -2.026 0.028
H -1.241 0.485 2.688
H -2.815 -1.698 1.345
H 3.966 1.101 -0.705
H -1.563 2.079 -1.098
H -3.160 -1.697 -0.977
H 1.739 -1.529 -1.600
H -0.377 0.561 -1.412
H 4.210 0.012 1.270
H -2.088 0.574 -1.979
H 2.594 1.770 0.990
```

Frontier orbital gap (alpha / beta), Ha: 0.214 / 0.214
Relative energy (zero: lowest compared OMol25 entry of this formula, charge and spin), kcal per mole: 105.9
Net charge: 0
LUMO level (alpha / beta), eV: -0.987 / -0.991

Entry 4:
A cluster of 4 separate species, C17H26NO13P2S2 in total at a distorted geometry, computed with ωB97M-V/def2-TZVPD.

```
61
C17H26NO13P2S2 | the OMol25 dataset | ωB97M-V/def2-TZVPD
S -0.655 -2.400 -0.899
S -0.728 1.011 0.237
P 0.342 -2.367 0.815
P -0.740 0.481 2.150
O -4.451 1.535 -1.511
O 3.716 1.702 0.472
O 2.341 1.101 -4.103
O 5.365 0.253 0.978
O -4.166 2.102 -3.709
O 3.673 -0.407 -0.413
O -2.415 2.221 -2.297
O 0.984 0.428 2.580
O -1.585 -4.621 1.382
O -2.644 -3.981 3.440
O -1.343 1.887 3.057
O 0.305 0.415 -3.317
O 0.590 0.982 -5.515
N -1.616 -1.020 2.479
C -0.789 -2.270 2.351
C 0.170 -4.728 5.207
C 1.016 0.799 -4.231
C 4.481 2.289 1.507
C 5.761 1.521 1.467
C -3.802 0.316 1.731
C 1.636 1.639 -6.205
C 4.205 0.441 0.284
C 2.850 1.282 -5.411
C 0.221 -2.488 3.669
C -3.121 2.759 -4.399
C 0.543 -4.117 3.872
C -2.982 -1.107 1.866
C -3.740 1.919 -2.425
C -1.906 2.402 -3.605
C -1.687 -3.681 2.324
C -5.278 0.336 2.088
H 4.630 3.357 1.321
H -3.059 2.409 -5.434
H 0.992 -3.683 0.878
H 1.294 -2.004 3.469
H -1.151 3.192 -3.622
H -3.374 1.331 1.337
H -5.671 0.594 3.164
H -0.225 -2.000 4.634
H 1.412 -1.405 0.775
H -1.449 1.465 -3.939
H -3.319 3.836 -4.399
H 1.510 0.744 1.770
H 3.606 2.072 -5.427
H -2.870 -1.538 0.782
H 1.086 -4.753 3.020
H 6.223 1.429 2.454
H 6.488 1.955 0.773
H 0.580 -4.289 6.238
H -3.732 -1.822 2.460
H 1.438 2.716 -6.205
H 3.308 0.345 -5.745
H -6.075 0.019 1.268
H -1.236 1.575 4.023
H 3.948 2.164 2.456
H -0.604 -5.634 5.270
H 1.697 1.289 -7.239
```

Frontier orbital gap, Ha: 0.214
Net charge: -1
LUMO level, eV: 1.855

Entry 5:
A cluster of 5 separate species, C17H41Cl3N4O6 in total at a distorted geometry, computed with ωB97M-V/def2-TZVPD.

```
71
C17H41Cl3N4O6 | the OMol25 dataset | ωB97M-V/def2-TZVPD
Cl 0.471 0.355 -0.569
Cl 0.066 3.081 0.300
Cl -0.874 2.253 -2.325
O -4.308 1.064 4.000
O 0.521 -4.126 -1.723
O -3.695 -1.696 -1.926
O 2.876 4.013 -1.152
O 0.305 2.023 3.503
O 5.738 -1.138 -0.265
N -1.551 -2.940 -3.476
N 5.987 -0.229 -2.308
N 4.578 4.633 0.165
N -1.989 0.825 2.081
C 1.052 -3.841 -0.449
C -3.382 0.768 1.745
C 3.752 -0.925 -1.645
C -0.208 -3.356 -3.838
C 3.961 2.264 0.092
C 5.220 -0.773 -1.312
C -4.727 -0.258 4.319
C -4.376 1.492 2.654
C -3.213 -1.155 -3.128
C -1.747 -1.517 -3.325
C 1.660 2.220 3.821
C 0.757 -3.114 -2.665
C 3.759 3.673 -0.369
C -4.921 -1.144 -1.537
C 0.393 2.034 -1.102
C -0.043 0.644 3.581
C -1.539 0.428 3.407
H 6.963 -0.092 -2.112
H -3.445 1.240 0.759
H -4.828 -0.845 3.409
H 0.238 0.297 4.583
H -3.176 -0.053 -3.137
H -3.937 -0.652 4.965
H -2.067 -3.480 -2.800
H 5.505 4.402 0.488
H -5.713 -1.026 -2.284
H 0.616 -2.137 -2.175
H 1.986 2.006 4.842
H -1.653 -0.647 3.580
H 0.007 -2.706 -4.690
H -1.484 -1.066 -4.290
H 1.827 -3.035 -2.932
H 2.150 -3.906 -0.516
H -0.010 -4.374 -4.166
H -5.303 -1.744 -0.708
H -1.974 0.980 4.241
H 4.598 2.198 0.978
H 4.430 1.647 -0.670
H -5.601 -0.218 4.971
H -1.330 1.414 1.597
H 0.573 0.108 2.845
H 3.257 -1.135 -0.698
H -1.162 -1.034 -2.534
H 0.804 -2.812 -0.157
H -3.726 -0.259 1.570
H 2.233 1.637 3.090
H -3.838 -1.475 -3.970
H 3.013 1.873 0.461
H -4.046 2.535 2.691
H -4.790 -0.136 -1.119
H 3.546 -1.611 -2.462
H 1.889 3.275 3.657
H 3.278 -0.001 -1.999
H 5.480 0.448 -2.862
H 0.726 -4.557 0.300
H -5.400 1.561 2.276
H 4.459 5.601 -0.071
H 1.382 2.221 -1.501
```

Frontier orbital gap, Ha: 0.306
SMILES: COCCNCCOC.COCCNCCOC.ClC(Cl)Cl.CC(N)=O.CC(N)=O
Net charge: 0
LUMO level, eV: 0.362

Entry 6:
A cluster of 2 separate species, C5H7N in total at a distorted geometry, computed with ωB97M-V/def2-TZVPD.

```
13
C5H7N | the OMol25 dataset | ωB97M-V/def2-TZVPD
N 1.245 -2.470 0.519
C -1.862 -0.442 0.234
C 2.567 -0.470 -0.191
C -1.980 0.869 0.169
C 1.798 -1.556 0.216
C 1.973 0.470 -0.907
H -2.193 1.461 -0.707
H -1.949 -0.982 1.196
H 3.566 -0.373 0.344
H 0.970 0.559 -1.213
H -2.226 1.374 1.104
H -1.737 -1.028 -0.664
H 2.489 1.350 -1.121
```

Frontier orbital gap, Ha: 0.396
SMILES: C=CC#N.C=C
Relative energy (zero: lowest compared OMol25 entry of this formula, charge and spin), kcal per mole: 59.4
Net charge: 0
LUMO level, eV: 0.512

Entry 7:
A structure of composition C15H31AlFO7 at a distorted geometry, computed with ωB97M-V/def2-TZVPD.

```
55
C15H31AlFO7 | the OMol25 dataset | ωB97M-V/def2-TZVPD
Al -1.088 1.205 -0.446
F -3.211 1.768 2.548
O 3.400 2.915 -3.516
O -3.687 -3.458 3.732
O -1.403 0.767 3.506
O 3.717 1.574 -5.197
O -4.431 -5.486 3.973
O 3.449 3.796 -5.609
O -5.928 -3.776 3.939
C 1.414 2.399 0.825
C -5.517 -6.372 4.232
C -4.149 -1.448 5.024
C -2.084 0.868 2.448
C -1.724 0.051 1.129
C 1.570 -1.004 0.135
C 3.272 4.241 -3.010
C 1.845 0.267 -0.801
C 3.507 2.855 -4.852
C 3.895 1.333 -6.596
C -3.888 -2.039 3.652
C -4.797 -4.194 3.878
C 5.289 1.728 -7.046
C 0.931 1.560 -0.496
C 1.879 -0.783 1.691
H -3.352 -1.726 5.719
H -1.588 0.677 -1.859
H -2.688 -0.485 0.776
H 2.536 2.205 1.007
H 3.123 1.844 -7.178
H 3.756 0.260 -6.749
H 5.449 1.456 -8.092
H 1.107 2.295 -1.378
H -5.891 -6.215 5.247
H -6.319 -6.242 3.502
H 1.162 3.510 0.732
H 6.046 1.233 -6.431
H 0.519 -1.456 -0.035
H 2.298 -1.832 -0.222
H -5.084 -1.823 5.446
H 1.008 -0.226 2.200
H 1.640 -0.073 -1.889
H 3.056 4.174 -1.943
H -1.784 2.651 -0.246
H 2.981 0.502 -0.767
H 2.452 4.774 -3.494
H -2.968 -1.613 3.245
H -4.209 -0.359 4.970
H 0.799 1.974 1.707
H 2.811 -0.139 1.882
H 2.021 -1.775 2.262
H 4.213 4.781 -3.139
H -4.691 -1.800 2.949
H -0.968 -0.750 1.421
H -5.142 -7.393 4.155
H 5.449 2.803 -6.943
```

Frontier orbital gap, Ha: 0.276
Net charge: -1
LUMO level, eV: 2.500

Entry 8:
An isolated molecule of C2H4N2O, computed with ωB97M-V/def2-TZVPD.

```
9
C2H4N2O | the OMol25 dataset | ωB97M-V/def2-TZVPD
O 2.088 -0.728 -0.325
N -0.530 0.778 1.413
N -0.218 -0.800 -0.264
C 1.039 -0.559 -0.887
C -0.814 0.400 0.241
H -1.507 0.904 -0.439
H -0.010 -1.378 0.545
H -1.030 1.631 1.657
H 0.981 -0.248 -1.940
```

Frontier orbital gap, Ha: 0.409
SMILES: [H]/N=C/NC=O
Relative energy (zero: lowest compared OMol25 entry of this formula, charge and spin), kcal per mole: 19.5
Net charge: 0
LUMO level, eV: 0.845

Entry 9:
A structure of composition H6O3Tl at a distorted geometry, computed with ωB97M-V/def2-TZVPD.

```
10
H6O3Tl | the OMol25 dataset | ωB97M-V/def2-TZVPD
Tl -0.846 -0.177 0.702
O -0.539 0.408 -1.186
O 0.165 -1.410 -0.526
O 0.317 0.883 1.867
H 1.263 0.860 2.010
H 0.023 1.666 2.332
H -0.251 1.293 -1.410
H -0.241 -1.795 -1.303
H 1.039 -1.800 -0.495
H -0.930 0.072 -1.992
```

Frontier orbital gap, Ha: 0.316
Relative energy (zero: lowest compared OMol25 entry of this formula, charge and spin), kcal per mole: 28.6
Net charge: +3
LUMO level, eV: -19.627

Entry 10:
A cluster of 2 separate species, C26H38NSi in total at a distorted geometry, computed with ωB97M-V/def2-TZVPD.

```
66
C26H38NSi | the OMol25 dataset | ωB97M-V/def2-TZVPD
Si 2.910 0.324 -2.249
N -1.846 -0.063 3.198
C -0.611 0.289 2.778
C -4.531 2.596 3.404
C -3.275 2.089 3.152
C -0.250 1.660 2.406
C -0.352 -1.626 -2.402
C -5.559 1.775 3.868
C -2.039 -3.737 4.036
C -5.339 0.435 4.084
C 2.289 1.032 -3.900
C -3.024 0.734 3.363
C -1.444 -2.565 3.618
C 0.160 0.640 -1.536
C -4.070 -0.089 3.831
C 5.452 1.626 -2.511
C 4.214 -2.058 -1.283
C -0.669 -0.181 -2.198
C -0.152 2.092 -1.378
C 1.478 0.176 -1.007
C 2.464 0.121 -5.093
C -1.921 0.332 -2.833
C 4.274 1.455 -1.577
C -3.550 -1.425 3.965
C -2.196 -1.395 3.578
C 3.652 -1.393 -2.520
C -3.381 -3.764 4.418
C -4.142 -2.618 4.386
H 0.792 1.750 2.092
H 5.143 2.065 -3.463
H 4.632 -3.045 -1.504
H 1.942 -0.827 -4.944
H 2.076 0.565 -6.014
H -0.876 2.005 1.584
H 6.225 2.275 -2.091
H -0.214 2.584 -2.350
H 5.013 -1.459 -0.837
H 0.128 -0.489 2.730
H 4.421 -1.268 -3.287
H 1.421 -0.860 -0.670
H -2.602 0.757 -2.093
H 5.921 0.666 -2.737
H -1.099 2.247 -0.857
H -3.825 -4.691 4.740
H 2.861 -1.999 -2.969
H 1.237 1.292 -3.755
H 4.586 1.029 -0.620
H 0.630 2.596 -0.804
H 1.756 0.767 -0.133
H -6.119 -0.212 4.442
H -1.146 -2.119 -2.967
H 2.815 1.979 -4.045
H -2.453 -0.471 -3.347
H 0.575 -1.746 -2.965
H -0.255 -2.156 -1.452
H -0.409 -2.547 3.327
H 3.804 2.415 -1.348
H -5.178 -2.622 4.677
H 3.445 -2.193 -0.519
H -2.493 2.733 2.797
H -1.461 -4.646 4.071
H -6.532 2.195 4.059
H -0.402 2.334 3.249
H 3.518 -0.112 -5.262
H -4.725 3.645 3.243
H -1.693 1.100 -3.575
```

Frontier orbital gap, Ha: 0.195
Relative energy (zero: lowest compared OMol25 entry of this formula, charge and spin), kcal per mole: 0.8
Net charge: +1
LUMO level, eV: -5.025

Entry 11:
An isolated molecule of C4H7NO at a distorted geometry, computed with ωB97M-V/def2-TZVPD.

```
13
C4H7NO | the OMol25 dataset | ωB97M-V/def2-TZVPD
O -0.196 1.402 -0.137
N 1.723 -1.481 -0.451
C -0.645 -1.291 0.343
C -0.559 1.177 -1.348
C 0.798 -0.849 0.003
C 0.978 0.797 0.331
H 0.152 0.781 -2.069
H -0.553 -2.242 0.864
H -1.138 -0.572 1.004
H -1.567 1.480 -1.597
H 1.057 1.039 1.392
H -1.305 -1.462 -0.516
H 1.837 1.134 -0.245
```

Frontier orbital gap (alpha / beta), Ha: 0.212 / 0.126
Relative energy (zero: lowest compared OMol25 entry of this formula, charge and spin), kcal per mole: 155.1
Net charge: 0
LUMO level (alpha / beta), eV: -1.324 / -2.321

Entry 12:
A structure of composition C4H7NS2 at a distorted geometry, computed with ωB97M-V/def2-TZVPD.

```
14
C4H7NS2 | the OMol25 dataset | ωB97M-V/def2-TZVPD
S -3.507 -0.381 0.010
S -1.309 1.787 -0.520
N -0.793 0.183 -0.036
C 0.591 -0.218 -0.029
C -1.816 -0.673 0.137
C 1.195 -0.825 -1.145
C 1.443 0.496 0.841
H -1.208 -1.510 0.458
H 2.261 -1.188 -1.327
H 0.581 -1.468 -1.930
H 1.756 -0.130 2.206
H 0.884 1.712 0.944
H -2.641 1.764 0.038
H 2.565 0.451 0.352
```

Frontier orbital gap, Ha: 0.305
Relative energy (zero: lowest compared OMol25 entry of this formula, charge and spin), kcal per mole: 125.6
Net charge: 0
LUMO level, eV: -0.265

Entry 13:
A cluster of 2 separate species, C3H2BrClF2 in total at a distorted geometry, computed with ωB97M-V/def2-TZVPD.

```
9
C3H2BrClF2 | the OMol25 dataset | ωB97M-V/def2-TZVPD
Br -2.417 -0.143 -2.774
Cl -1.555 2.298 -0.157
F -2.507 1.361 2.029
F -0.340 2.132 2.038
C 0.287 -0.478 -1.551
C -1.318 1.450 1.371
C -0.863 -0.447 -1.974
H -0.732 0.487 1.243
H 1.314 -0.682 -1.499
```

Frontier orbital gap, Ha: 0.391
SMILES: FC(F)Cl.C#CBr
Relative energy (zero: lowest compared OMol25 entry of this formula, charge and spin), kcal per mole: 45.7
Net charge: 0
LUMO level, eV: 0.552

Entry 14:
A structure of composition C4H8AlFO7P at a distorted geometry, computed with ωB97M-V/def2-TZVPD.

```
22
C4H8AlFO7P | the OMol25 dataset | ωB97M-V/def2-TZVPD
P -1.921 -0.050 -3.486
Al -2.584 -1.321 -0.747
F -4.425 0.637 -0.011
O -0.095 -0.266 0.162
O 1.980 0.184 0.951
O 0.603 1.815 0.595
O -1.740 0.803 -2.217
O -3.415 -0.385 -3.304
O -1.262 -1.407 -3.150
O -1.560 0.561 -4.790
C 0.744 0.508 0.543
C 2.606 -1.563 2.503
C 2.259 -1.202 1.055
C -0.730 2.338 0.524
H 3.174 -1.412 0.496
H -1.224 2.113 -0.418
H 1.502 -1.873 0.661
H 2.528 -2.636 2.657
H 3.599 -1.186 2.753
H -1.342 1.945 1.338
H 1.954 -1.009 3.182
H -0.652 3.407 0.701
```

Frontier orbital gap, Ha: 0.157
Relative energy (zero: lowest compared OMol25 entry of this formula, charge and spin), kcal per mole: 7.3
Net charge: -1
LUMO level, eV: -1.046